[1]
# C29H76N4O11

A cluster of 11 separate species, C29H76N4O11 in total in a non-equilibrium geometry (the ωB97M-V functional and the def2-TZVPD basis, OMol25).

Highest occupied orbital energy (eV): -9.6
SMILES: CC(N)=O.CC(N)=O.CC(N)=O.CC(N)=O.CC(C)O.CC(C)O.CC(C)O.CC(C)O.CC(C)O.CC(C)O.CC(C)O
Energy (eV): -59788.7411
Energy above the lowest of the compared OMol25 structures with the same formula, charge and spin (kcal per mole): 0.0

```
120
Properties=species:S:1:pos:R:3:forces:R:3
C 3.825943 1.578826 2.803762 -0.3671 -0.5453 -0.0178
C 2.384903 1.831786 3.155250 1.0332 1.3374 -1.2389
N 1.763082 2.687992 2.319723 0.2689 -1.6036 1.3223
O 1.831319 1.384929 4.131865 -0.5045 -1.0708 1.1808
H 4.074207 2.043328 1.849451 0.2265 0.0072 0.1479
H 3.901229 0.496191 2.702052 0.5467 -0.0557 0.1239
H 4.435046 1.966813 3.620192 0.1736 -0.2237 -0.1571
H 0.909129 2.901481 2.814970 -0.4519 1.3106 -1.3537
H 2.329401 3.167915 1.634842 -0.6556 0.6344 -0.2957
C -3.445371 -1.445058 1.922423 0.0914 -0.7341 0.5732
C -2.002793 -1.673060 2.355581 -0.4002 3.2269 -0.5517
N -1.435291 -2.828370 2.168572 -0.0506 -2.9100 -0.3770
O -1.350550 -0.675268 2.675711 -0.0056 -0.2935 0.5273
H -3.886434 -0.717399 2.603650 0.1172 0.1489 -0.2880
H -4.059665 -2.343816 1.977051 0.0046 -0.1425 -0.1514
H -3.420424 -1.088841 0.892578 -0.1451 0.1740 0.0834
H -0.477771 -3.028209 2.420198 0.5545 0.1775 0.1427
H -1.969006 -3.629848 1.863812 -0.0565 0.2425 0.1950
C 1.600668 -5.393209 -1.042688 -0.0839 -0.2080 0.9319
C 1.648286 -4.456355 -2.235365 1.6724 -2.5066 0.9826
N 0.570716 -3.836112 -2.552212 -2.8563 1.9786 -0.6009
O 2.614788 -4.313770 -2.954365 1.7816 -0.2762 -0.0798
H 0.647054 -5.829091 -0.744826 -0.5175 0.1556 -0.8241
H 1.801946 -4.837733 -0.126699 0.6654 0.1783 0.0008
H 2.268168 -6.250381 -1.131015 0.3110 0.4267 -0.1466
H 0.758515 -3.286054 -3.378206 -0.8120 0.3229 0.0819
H -0.288304 -3.852643 -2.021271 -0.1006 -0.0946 -0.3231
C 3.266167 -3.887622 4.081507 -0.3108 0.1376 0.3022
C 2.154974 -3.048776 3.453406 2.1644 -4.1069 1.6037
N 2.077802 -1.813143 3.662838 0.3625 5.6638 1.1569
O 1.303958 -3.647069 2.868563 -2.6995 -1.8851 -2.3982
H 2.872031 -4.385955 4.967188 -0.4418 0.0317 -0.0088
H 4.127406 -3.350684 4.479087 0.2628 -0.0025 -0.6533
H 3.435826 -4.694762 3.368890 0.6379 0.2448 0.0640
H 1.287666 -1.300933 3.297560 -0.1136 0.1345 0.2412
H 2.696938 -1.313203 4.284788 -0.1083 0.0069 -0.2068
C -2.682443 -2.472183 -2.845454 -0.3466 0.4920 0.9737
C -2.936334 -3.291572 -1.519688 -0.6078 0.6231 -1.8348
C -4.404150 -3.735355 -1.334364 -0.1281 1.4967 0.1212
O -2.211052 -4.500174 -1.569985 1.0427 -0.1968 0.2359
H -3.633617 -2.147654 -3.267423 0.0457 -0.6390 -0.5958
H -1.947902 -2.885992 -3.536342 -0.5866 -0.5639 -0.1371
H -2.252900 -1.499004 -2.607757 0.2296 0.0587 0.4590
H -2.490000 -2.626985 -0.779956 -0.5496 -0.2545 0.7864
H -4.597642 -4.134738 -0.338797 0.2425 -0.4530 -0.0357
H -4.703449 -4.418565 -2.129181 0.3350 -0.2403 0.1804
H -5.113533 -2.910688 -1.403589 0.1172 0.3761 -0.0680
H -2.281145 -4.830229 -0.671235 0.1966 -0.5533 0.0255
C -0.768813 1.310714 -3.728645 0.5523 0.3610 -0.1056
C 0.211898 1.162717 -4.903524 -0.7970 1.2501 -0.0972
C 1.615240 0.856572 -4.494648 0.5381 -0.9447 0.4733
O -0.327304 0.234484 -5.815326 0.1207 -0.5750 -0.2979
H -1.642852 1.887048 -4.031951 -0.1787 -0.3904 -0.0945
H -0.351379 1.846227 -2.875957 0.2615 -0.0323 -0.0258
H -1.029819 0.306460 -3.394806 -0.2662 0.0267 0.1122
H 0.210126 2.077624 -5.496012 0.0456 0.2878 0.1589
H 1.622744 -0.052690 -3.893569 -0.0631 -0.2273 0.3053
H 2.056383 1.623826 -3.858413 -0.0275 0.1254 -0.2194
H 2.268801 0.603756 -5.329543 -0.0652 0.4425 -0.1839
H -0.239877 -0.627698 -5.402276 -0.0979 -0.3327 -0.0975
C -4.840015 1.668848 0.118564 0.8488 1.6713 0.3757
C -6.196942 1.562682 -0.527090 0.6170 -0.6507 0.4315
C -6.417149 2.143198 -1.893842 0.8537 1.4848 -0.2087
O -6.339652 0.176317 -0.683351 -1.3216 -1.6832 -0.3692
H -4.809636 1.205283 1.104614 -0.3135 -0.4384 -0.1039
H -4.613194 2.703899 0.374135 0.2203 0.3024 -0.2961
H -4.013345 1.265652 -0.466385 -0.1589 -0.0407 -0.2149
H -6.887646 2.004654 0.191022 -0.5285 -0.1352 -0.0550
H -7.455932 2.245474 -2.207799 0.0041 -0.5250 0.1632
H -5.806387 1.669138 -2.662180 -0.2132 -0.4243 0.0858
H -6.037430 3.164820 -1.879396 -0.0076 0.3002 0.0346
H -6.617705 -0.250694 0.130246 0.0388 0.1013 0.1200
C 4.558394 -3.269438 0.028011 -0.7777 0.8803 -0.0197
C 5.339212 -2.287878 -0.882836 0.6489 -0.7832 0.9416
C 5.759621 -1.027825 -0.111514 -0.5515 0.2086 0.3441
O 6.515891 -2.942836 -1.307485 0.7745 -0.2309 -0.2944
H 3.770089 -2.658097 0.467258 -0.4859 -0.2322 0.0687
H 5.082694 -3.694324 0.883984 0.7243 0.3891 -0.1528
H 4.110871 -4.128355 -0.472070 -0.0260 0.2472 -0.4391
H 4.794256 -2.046918 -1.795557 -0.5569 0.1898 0.2458
H 6.795269 -0.706261 -0.221563 -0.0182 -0.3328 -0.4903
H 5.621638 -1.169529 0.960395 -0.0005 -0.1715 0.1224
H 5.115901 -0.186563 -0.368414 -0.0288 0.0601 -0.1285
H 6.207186 -3.750899 -1.723811 0.2399 -0.2073 -0.1780
C 1.099000 5.571431 -0.167595 0.0678 0.3248 1.2039
C 1.588046 4.279063 -0.701892 2.0373 -0.6663 -1.5594
C 2.037941 4.391608 -2.161576 -0.4871 -0.0608 0.0060
O 2.836181 3.874349 0.001076 -1.1674 0.7921 0.4956
H 1.873145 6.337356 -0.121098 0.1222 -0.0416 -0.3776
H 0.816467 5.415378 0.873523 -0.4096 0.1572 0.0808
H 0.253458 5.933650 -0.752357 -0.0212 -0.0486 0.1125
H 0.828049 3.500674 -0.633913 0.1001 -0.1409 0.3540
H 2.844069 5.121121 -2.239547 0.2057 -0.2380 0.0335
H 1.267227 4.725209 -2.856418 -0.3093 -0.0331 0.1588
H 2.333068 3.391777 -2.479890 0.3434 0.1134 -0.2143
H 3.302299 3.182656 -0.474207 -0.3326 -0.1594 -0.3959
C -1.988480 5.559623 3.672553 -0.5749 -0.7189 -1.1326
C -1.864799 4.024520 3.526506 -0.4557 1.4490 0.5488
C -2.331894 3.472092 2.250128 -1.2387 0.0614 -1.7718
O -0.522707 3.666381 3.605339 1.2454 -0.1342 1.2017
H -1.565423 5.902458 4.616792 -0.1138 0.1022 -0.2233
H -3.042923 5.804576 3.545149 -0.2755 0.0147 0.7526
H -1.609159 6.083754 2.795341 0.8648 -0.0406 0.1497
H -2.469684 3.642765 4.348990 0.2140 -0.4702 0.2590
H -1.768864 3.891217 1.416198 0.2248 0.1865 -0.0051
H -3.369910 3.741890 2.055647 -0.2170 -0.1846 0.0152
H -2.210228 2.392801 2.158308 -0.1086 -0.0943 0.3422
H -0.459292 2.829554 4.071487 0.1443 -0.2844 0.2729
C 0.859222 -1.322722 0.320842 -1.2630 -0.2761 -1.1527
C 0.764705 -0.055057 -0.564857 -1.8359 -1.0089 1.9232
C -0.468501 0.810224 -0.188538 -0.3313 -0.5227 0.0919
O 1.861869 0.684683 -0.318299 3.2967 2.1060 -0.6465
H -0.069329 -1.842756 0.085365 -0.1025 -0.4954 0.4170
H 0.879807 -1.140968 1.395383 -0.1338 0.4278 -0.2513
H 1.666990 -2.011270 0.072841 0.1818 0.3109 -0.2554
H 0.743910 -0.340965 -1.616486 0.0559 0.0635 -0.0853
H -0.489470 1.782055 -0.681696 0.1085 -0.2224 -0.4024
H -0.506517 1.055466 0.872839 0.4214 -0.2907 0.2109
H -1.407687 0.285894 -0.364885 -0.1642 -0.0256 -0.3040
H 2.030884 0.761370 0.623592 -0.2800 0.0506 0.1379
```
Forces are in eV/Å.

These are the Löwdin partial charges, in e, on atoms 1 to 8:
1. C 0.007
2. C -0.628
3. N 0.194
4. O 0.031
5. H 0.071
6. H 0.069
7. H 0.094
8. H 0.068

=====

[2]
# C19H23N3NiSSe5

A structure of composition C19H23N3NiSSe5 in a non-equilibrium geometry (the ωB97M-V functional and the def2-TZVPD basis, OMol25).

Spin multiplicity: 3
Highest occupied orbital energy (alpha / beta) (eV): -1.0 / -1.5
Charge: -2
Energy (eV): -403160.0286
Energy above the lowest of the compared OMol25 structures with the same formula, charge and spin (kcal per mole): 0.0

```
52
Properties=species:S:1:pos:R:3:forces:R:3
Ni -1.488895 0.009808 1.159481 0.8245 0.4008 -1.3614
Se -2.045483 -0.313351 3.510415 -0.0295 -0.1107 0.8406
Se -4.235041 -0.003073 4.091086 -0.1724 0.0350 0.0372
Se -4.006832 -3.237291 1.853535 -0.2275 0.0123 0.0600
Se -1.983663 -2.197993 1.948296 0.2076 -0.9647 0.2959
S -2.596226 2.326119 1.007720 -0.0018 -0.0344 -0.1307
C -3.717958 1.355829 0.188126 -0.3097 0.1564 -0.1993
N -4.373101 0.383519 0.902171 -0.1163 0.3309 -0.0986
C -5.279509 -0.436606 0.363466 0.0537 -0.1779 0.1062
C -5.553538 -0.339383 -0.969004 -0.1166 -0.0059 -0.2016
C -4.894160 0.680194 -1.661420 0.1831 0.0555 0.0423
N -4.026039 1.509073 -1.121872 0.0214 0.0734 0.1638
H -4.270086 0.373182 1.948942 -0.0205 -0.0903 -0.0351
H -5.712971 -1.164086 1.035295 0.0283 0.0329 0.0648
H -6.243125 -1.013662 -1.453877 0.0102 0.0189 0.0107
H -5.100138 0.842146 -2.716391 0.0336 -0.0304 0.0040
C 6.685172 0.375833 -0.066459 -0.1311 -0.0202 0.0136
C 5.239355 0.269148 0.358461 0.0346 0.0588 -0.0160
C 4.631221 1.266943 1.108411 -0.0897 -0.0304 0.0438
C 3.312511 1.158177 1.554727 -0.0072 -0.1577 -0.1091
C 2.706497 2.286281 2.345979 0.1184 0.0180 -0.0405
C 2.571815 -0.004450 1.254206 0.0976 0.0340 -0.3098
Se 0.877722 -0.304290 2.091737 0.0328 0.1098 0.6235
C 3.154779 -0.987165 0.427292 -0.0501 0.1268 -0.0122
C 2.377289 -2.200389 -0.016370 0.0509 0.0475 -0.0388
C 4.474348 -0.834397 0.005495 -0.0902 -0.0623 0.0188
H 7.106330 1.339911 0.223879 0.0049 -0.0043 -0.0201
H 6.791428 0.267870 -1.149150 0.0134 0.0157 0.0125
H 7.288826 -0.407948 0.400043 0.0163 0.0184 -0.0105
H 5.197936 2.161693 1.358652 -0.0297 -0.0302 0.0060
H 3.382260 3.148563 2.370784 -0.0285 -0.0942 -0.0097
H 2.487640 1.974118 3.367937 -0.0420 -0.0131 0.0126
H 1.755586 2.593480 1.908412 -0.0347 -0.0232 0.0187
H 1.308307 -1.996303 -0.018133 -0.0187 0.0270 -0.0285
H 2.545018 -3.043995 0.659925 -0.0260 0.0243 0.0197
H 2.679710 -2.498953 -1.024342 0.0399 -0.0055 0.0708
H 4.917095 -1.609160 -0.619621 -0.0422 0.0375 0.0300
C 0.356391 1.891053 -0.950667 -0.0910 -0.1656 0.0672
C -0.460604 0.797066 -1.573463 -0.1353 -0.2065 0.0141
C -0.643294 0.598215 -2.925388 -0.1165 -0.1329 -0.0461
C -1.456014 -0.564605 -3.059099 0.1193 0.1436 -0.1126
C -1.716817 -1.014546 -1.780806 0.0357 0.1341 0.1020
C -2.494662 -2.243487 -1.420587 -0.0089 0.2139 -0.0090
N -1.121795 -0.184740 -0.855833 -0.0906 0.4175 0.0069
H 0.931667 2.402641 -1.726209 -0.0164 -0.0304 -0.0215
H 1.055582 1.493857 -0.212690 0.0001 0.0180 -0.0342
H -0.268976 2.629821 -0.447821 -0.0410 0.0351 0.0320
H -0.239511 1.229092 -3.709385 -0.0169 -0.0985 0.0396
H -1.800751 -1.034188 -3.973909 0.0559 0.0098 0.0643
H -2.781670 -2.773779 -2.334024 0.0138 0.0428 0.0262
H -3.406677 -2.028882 -0.858184 0.0439 -0.0631 0.0001
H -1.916941 -2.926923 -0.799791 0.0616 -0.0965 -0.0025
```
Forces are in eV/Å.

These are the natural (NBO) partial charges, in e, on atoms 1 to 8:
1. Ni 1.096
2. Se -0.091
3. Se -0.582
4. Se -0.625
5. Se -0.090
6. S -0.286
7. C 0.262
8. N -0.608

=====

[3]
# C19H20Cl3F2N3OS2Ti

A structure of composition C19H20Cl3F2N3OS2Ti (the ωB97M-V functional and the def2-TZVPD basis, OMol25).

Highest occupied orbital energy (eV): 0.1
Charge: -2
Energy (eV): -114335.5864
Energy above the lowest of the compared OMol25 structures with the same formula, charge and spin (kcal per mole): 17.6

```
51
Properties=species:S:1:pos:R:3:forces:R:3
Ti -0.224570 -0.824815 -0.357362 0.2144 -0.1581 -0.1667
C 0.249029 -1.110976 -6.034080 -0.0173 -0.0123 -0.0043
S -1.306014 -1.096104 -5.123848 0.0337 0.0210 0.0051
C -0.711766 -1.253544 -3.453716 0.0034 -0.0120 0.0086
S -1.920457 -1.384060 -2.227544 0.0786 0.0162 0.0586
N 0.556605 -1.295629 -3.261094 -0.0641 0.0183 -0.0160
N 0.902807 -1.384812 -1.926928 0.0228 0.0669 0.2401
C 2.192923 -1.831316 -1.721195 -0.0363 -0.0399 -0.0287
C 2.578345 -1.897967 -0.421595 -0.1414 -0.0039 0.0212
C 3.830615 -2.397942 0.081536 0.0279 0.0711 0.0593
C 4.055292 -2.470355 1.411539 -0.0573 0.0266 0.0174
C 3.023021 -2.053877 2.326421 0.0278 -0.0166 -0.0680
C 1.852105 -1.586170 1.812571 0.1014 -0.0100 0.1063
N 1.586769 -1.464699 0.489335 -0.2160 -0.0573 -0.3747
H -0.002594 -1.011228 -7.091481 -0.0016 -0.0035 0.0034
H 0.783385 -2.042963 -5.860897 0.0127 -0.0003 -0.0078
H 0.883824 -0.285772 -5.717974 -0.0040 0.0013 0.0080
H 2.771850 -2.177396 -2.567711 0.0761 0.0872 0.0242
H 4.578311 -2.716598 -0.637115 0.0001 0.0035 0.0031
H 4.999953 -2.849915 1.787829 -0.0038 0.0002 0.0065
H 3.150609 -2.124875 3.398117 0.0118 -0.0035 -0.0038
H 1.044522 -1.297990 2.474375 0.0119 0.0075 -0.0229
Cl -1.135915 3.080754 6.377204 0.0014 0.0045 0.0014
C -1.007715 2.181950 4.875099 -0.0073 -0.0033 0.0101
C 0.118253 2.324253 4.087746 0.0129 0.0045 -0.0110
C 0.212001 1.609735 2.907193 -0.0461 -0.0403 -0.0147
Cl 1.613112 1.827185 1.912385 0.0167 0.0165 0.0007
C -0.794713 0.714821 2.458876 0.0160 0.0427 -0.0233
O -0.714235 0.043057 1.375070 0.0343 -0.0938 0.0345
C -1.925916 0.634079 3.312918 0.0067 -0.0198 -0.0308
Cl -3.216147 -0.411747 2.825778 -0.0001 0.0059 0.0126
C -2.038254 1.342035 4.492949 -0.0041 0.0047 0.0059
H 0.921012 2.987294 4.377693 -0.0031 0.0012 0.0034
H -2.923700 1.234140 5.103195 -0.0001 -0.0007 -0.0004
F -0.770168 -3.053649 1.650018 -0.0444 -0.0220 0.0084
C -1.218992 -2.687591 0.360689 -0.0639 0.1540 0.0797
F -2.619690 -2.693238 0.500262 -0.0271 0.0452 -0.0104
H -1.003508 -3.561030 -0.267820 0.0311 -0.0215 0.0330
C -2.727555 1.841471 -0.767653 0.0014 0.0085 -0.0008
C -1.263626 2.261030 -0.644318 -0.0278 -0.0196 0.0088
C -1.049976 3.612666 -1.334416 0.0091 0.0104 0.0021
C -0.321307 1.189745 -1.185603 0.0232 -0.0467 -0.0084
H -3.404595 2.625594 -0.407187 0.0132 0.0094 0.0008
H -2.920762 0.931672 -0.196948 -0.0082 -0.0025 -0.0001
H -2.971125 1.623481 -1.811400 -0.0029 -0.0066 0.0063
H -1.049564 2.412338 0.420405 0.0019 -0.0168 0.0095
H -1.265104 3.526401 -2.404549 -0.0021 -0.0048 0.0005
H -0.011723 3.938456 -1.229688 -0.0017 0.0023 -0.0018
H -1.700056 4.392606 -0.918369 0.0000 0.0028 -0.0004
H -0.407137 1.150705 -2.279858 0.0055 -0.0345 0.0129
H 0.722526 1.480779 -0.968845 -0.0154 0.0180 0.0026
```
Forces are in eV/Å.

These are the natural (NBO) partial charges, in e, on atoms 1 to 8:
1. Ti 1.542
2. C -0.750
3. S 0.207
4. C -0.100
5. S -0.242
6. N -0.382
7. N -0.525
8. C -0.122

=====

Q: Which formula does entry 1 have?
A: C29H76N4O11

=====

Q: energy of number 3 (C19H20Cl3F2N3OS2Ti)?
A: -114335.5864 eV

=====

Q: Among the records above, which one has the lowest energy?
A: C19H23N3NiSSe5

=====

Q: The highest energy above the lowest of the compared OMol25 structures with the same formula, charge and spin belongs to which entry?
A: C19H20Cl3F2N3OS2Ti